Molecular formula: C3H10O2
Method: DFT, ωB97M-V/def2-TZVPD

Last column: Löwdin charge in e.
Atoms and positions in Å:
C  -0.402  -0.538  -0.004  -0.27
O  -0.498  -1.537  1.037  -0.08
C  1.015  -0.573  -0.512  -0.22
C  1.234  0.431  -1.728  -0.08
H  -1.132  -0.827  -0.763  0.12
H  -0.710  0.412  0.433  0.09
H  -1.282  -2.057  1.036  0.06
H  1.748  -0.207  0.202  0.10
H  1.295  -1.600  -0.728  0.10
H  0.405  1.121  -1.817  0.06
H  2.163  0.926  -1.470  0.06
H  1.482  -0.122  -2.632  0.06
H  -1.618  0.833  2.653  0.03
H  -2.164  1.970  1.813  0.01
O  -1.536  1.769  2.478  -0.04

Computed properties:
Energy relative to the best compared isomer or geometry (same formula, charge and spin) (eV): 0.627
SMILES: CCCO.O
HOMO (eV): -10.3491

Molecular formula: C3H10O2
Method: DFT, ωB97M-V/def2-TZVPD

Last column: Löwdin charge in e.
Atoms and positions in Å:
C  -0.688  -0.573  2.400  -0.10
O  -0.268  0.778  2.427  -0.03
H  -1.520  -0.878  1.705  0.12
H  -1.116  -0.660  3.441  0.13
H  0.177  -1.185  2.151  0.09
H  0.329  1.080  1.681  0.12
C  -0.203  -0.040  -1.224  -0.18
O  -0.743  -0.550  -2.483  0.05
C  1.384  0.474  -1.531  -0.01
H  -0.109  -0.863  -0.328  0.18
H  -0.630  0.881  -0.740  0.12
H  -1.806  -0.300  -2.508  0.24
H  1.739  -0.233  -2.205  0.03
H  2.211  0.716  -0.635  0.16
H  1.242  1.353  -2.150  0.07

Computed properties:
Energy relative to the best compared isomer or geometry (same formula, charge and spin) (eV): 2.888
Net charge: +1
<S²>: 0.757
HOMO (alpha / beta) (eV): -16.0918 / -14.1052
Multiplicity: 2

Molecular formula: C3H10O2P2
Method: DFT, ωB97M-V/def2-TZVPD

Last column: Löwdin charge in e.
Atoms and positions in Å:
C  -2.543  -2.257  0.555  -0.05
C  -0.763  1.207  1.533  -0.17
C  2.815  0.967  0.925  -0.07
O  -2.257  -1.825  -0.576  -0.26
O  -0.962  -0.024  0.823  -0.60
P  -2.035  1.500  -1.338  0.41
P  -1.054  -0.177  -0.793  0.55
H  3.284  1.981  0.789  0.03
H  -2.010  -3.125  0.836  0.08
H  -3.268  -1.879  1.271  0.10
H  -0.600  0.865  2.604  0.11
H  -1.643  1.792  1.365  0.03
H  0.165  1.631  1.092  0.06
H  3.705  0.392  1.119  0.00
H  2.072  0.672  0.085  0.04
H  2.232  0.966  1.866  0.01
H  -2.342  0.855  -2.510  -0.26

Computed properties:
Energy relative to the best compared isomer or geometry (same formula, charge and spin) (eV): 2.543
HOMO (alpha / beta) (eV): -7.7725 / -7.7729

Molecular formula: C3H10O3
Method: DFT, ωB97M-V/def2-TZVPD

Last column: Löwdin charge in e.
Atoms and positions in Å:
C  -1.392  0.757  0.268  -0.25
O  -0.641  1.485  -0.751  -0.11
C  -0.411  0.188  1.218  -0.20
C  0.795  0.621  1.581  0.00
H  -1.962  0.005  -0.305  0.09
H  -2.191  1.426  0.595  0.12
H  0.050  0.878  -1.041  0.04
H  -0.839  -0.785  1.473  0.09
H  1.526  0.081  2.169  0.06
H  1.114  1.461  0.960  0.06
H  -0.895  -2.020  -1.669  0.07
H  -0.821  -2.921  -0.522  0.05
O  -0.649  -1.993  -0.727  -0.05
H  1.741  -1.119  -1.208  0.04
H  2.754  -0.531  -0.362  0.06
O  1.959  -0.242  -0.855  -0.07

Computed properties:
Energy relative to the best compared isomer or geometry (same formula, charge and spin) (eV): 1.698
SMILES: C=CCO.O.O
HOMO (eV): -8.9381

Molecular formula: C3H10O3S
Method: DFT, ωB97M-V/def2-TZVPD

Last column: Löwdin charge in e.
Atoms and positions in Å:
O  1.554  -0.639  1.381  0.02
C  1.088  0.423  0.999  -0.22
C  -0.321  0.497  0.560  -0.22
C  -0.940  -0.826  -0.049  -0.49
S  -2.153  -0.296  -1.383  0.67
H  1.632  1.315  1.320  0.12
H  -0.580  1.380  -0.019  0.07
H  -0.898  0.583  1.492  0.13
H  -0.272  -1.479  -0.599  0.06
H  -1.451  -1.311  0.772  0.07
H  -1.248  0.310  -2.194  -0.15
H  0.640  -2.334  1.530  -0.02
H  1.539  -3.595  1.667  0.03
O  0.631  -3.286  1.760  -0.09
H  -0.224  2.995  -2.999  0.05
H  0.976  3.166  -2.181  0.03
O  0.026  3.096  -2.060  -0.07

Computed properties:
Energy relative to the best compared isomer or geometry (same formula, charge and spin) (eV): 0.833
SMILES: O=CCCS.O.O
HOMO (eV): -9.1690

Molecular formula: C3H10O4
Method: DFT, ωB97M-V/def2-TZVPD

Last column: Löwdin charge in e.
Atoms and positions in Å:
O  0.368  -0.866  -0.415  -0.04
C  -0.306  0.227  0.200  -0.46
O  -0.037  0.295  1.605  -0.03
C  -1.773  -0.060  0.039  -0.07
C  -2.327  -0.929  -1.048  -0.14
H  -0.784  -0.134  2.012  0.06
H  0.111  1.137  -0.254  0.14
H  -2.636  0.580  0.397  0.10
H  -1.732  -1.857  -1.094  0.07
H  -2.139  -0.443  -2.045  0.09
H  -3.352  -1.242  -0.851  0.06
H  2.018  0.800  1.941  -0.03
H  2.734  0.353  0.680  -0.03
O  2.822  0.315  1.710  -0.19
H  1.185  -0.503  -0.810  0.05
H  3.193  1.515  -1.224  -0.12
O  2.653  0.813  -0.844  -0.47

Computed properties:
Energy relative to the best compared isomer or geometry (same formula, charge and spin) (eV): 0.318
Net charge: -1
<S²>: 0.754
HOMO (alpha / beta) (eV): -3.7379 / -3.7346
Multiplicity: 2

Molecular formula: C3H10O4
Method: DFT, ωB97M-V/def2-TZVPD

Last column: Löwdin charge in e.
Atoms and positions in Å:
O  1.329  -2.975  1.644  0.35
C  1.478  -1.762  1.431  0.05
C  0.268  -0.853  1.104  -0.07
C  0.504  0.645  0.933  -0.28
O  -0.726  1.169  0.530  -0.02
H  2.427  -1.178  1.604  0.22
H  -0.471  -0.868  1.916  0.15
H  -0.306  -1.347  0.236  0.19
H  1.360  0.798  0.157  0.14
H  0.792  1.224  1.792  0.13
H  -1.252  0.463  1.007  0.11
H  -2.629  1.599  -1.216  -0.02
H  -2.766  0.874  -2.461  0.05
O  -3.307  1.409  -1.844  -0.04
H  1.244  -0.043  -2.955  0.06
H  0.593  0.615  -1.833  0.03
O  1.461  0.230  -2.046  -0.06

Computed properties:
Energy relative to the best compared isomer or geometry (same formula, charge and spin) (eV): 2.343
Net charge: +1
<S²>: 0.759
HOMO (alpha / beta) (eV): -14.1501 / -14.1501
Multiplicity: 2

Molecular formula: C3H10O5P
Method: DFT, ωB97M-V/def2-TZVPD

Last column: Löwdin charge in e.
Atoms and positions in Å:
O  -2.683  -1.900  -2.177  -0.36
O  -3.611  -2.889  -0.050  -0.34
O  -1.067  -2.813  -0.468  -0.30
O  -2.406  -0.596  0.051  -0.24
C  -0.536  -3.035  0.829  -0.18
C  0.000  0.000  0.000  -0.11
C  -1.449  0.374  -0.273  -0.33
P  -2.544  -2.078  -0.692  0.21
H  -0.857  -2.285  1.571  0.07
H  0.547  -2.920  0.657  0.07
H  -0.722  -4.040  1.242  0.08
H  0.302  -0.892  -0.574  0.07
H  0.188  -0.190  1.070  0.07
H  0.623  0.852  -0.320  0.07
H  -1.603  1.261  0.372  0.10
H  -1.573  0.697  -1.324  0.11
O  -2.357  0.471  4.621  -0.09
H  -1.430  0.660  4.892  0.04
H  -2.302  0.297  3.654  0.05

Computed properties:
Energy relative to the best compared isomer or geometry (same formula, charge and spin) (eV): 0.124
Net charge: -1
HOMO (eV): -4.6842

> Look up the energy relative to the best compared isomer or geometry (same formula, charge and spin) of the eighth one.

0.124 eV

> The lowest energy relative to the best compared isomer or geometry (same formula, charge and spin) belongs to which entry?

C3H10O5P